2 unconnected molecules or ions with the total composition CH4NO2S in a non-equilibrium geometry, computed with the ωB97M-V functional and the def2-TZVPD basis.

The geometry in XYZ format:
```
9
Properties=species:S:1:pos:R:3:forces:R:3
C -0.023207 1.326946 -0.901114 -0.3806 0.8602 1.7715
N -0.200450 0.012998 -1.354442 -2.0320 -2.2393 -0.0426
O 1.427763 -2.193400 2.391358 0.0086 0.4243 -0.3829
O -0.836344 -2.192037 1.432583 -0.2587 0.2017 -0.2258
S 0.432610 -1.435985 1.575314 0.1145 -0.3690 0.3598
H -0.753153 2.170747 -1.188431 0.8769 -1.1779 -0.5556
H -0.065062 1.505731 0.242427 0.4478 -0.6628 -1.1636
H 0.969200 1.335236 -1.313555 0.8151 2.3348 0.2753
H -0.951358 -0.530237 -0.884141 0.4083 0.6281 -0.0360
```
Positions in Å, forces in eV/Å.

Calculated values
Orbital gap (spin up / spin down): 9.348 / 4.846 eV
Total charge: -1
E_tot: -17520.3529 eV
E_LUMO (spin up / spin down): 0.15238 / 0.11854 Eh
Highest occupied orbital energy (spin up / spin down): -5.20 / -1.62 eV


2 unconnected molecules or ions with the total composition CH4NO3 in a non-equilibrium geometry, computed with the ωB97M-V functional and the def2-TZVPD basis.

The geometry in XYZ format:
```
9
Properties=species:S:1:pos:R:3:forces:R:3
N -1.049034 0.211899 0.757600 1.7597 -0.2583 -0.9238
C 0.236241 -0.403066 1.113904 -0.3837 0.5437 0.7654
O 0.926348 -0.783070 0.118888 -0.2585 0.1246 1.1226
O 0.473451 -0.413749 2.368007 -0.1824 -0.3208 -2.1343
H -1.732998 0.092716 1.466115 -0.7048 -0.0209 0.1234
H -1.268803 0.171149 -0.247427 -0.1970 -0.1620 1.2170
H 0.204320 -0.077330 -1.932880 -0.7354 -1.2583 0.5984
H 1.480523 0.537242 -1.488404 -1.7432 0.1545 -1.0384
O 0.729953 0.664209 -2.155799 2.4452 1.1975 0.2697
```
Positions in Å, forces in eV/Å.

Calculated values
Orbital gap: 8.719 eV
Total charge: -1
E_tot: -8736.5095 eV
E_LUMO: 0.16272 Eh
Highest occupied orbital energy: -4.29 eV


2 unconnected molecules or ions with the total composition CH4NO3 in a non-equilibrium geometry, computed with the ωB97M-V functional and the def2-TZVPD basis.

The geometry in XYZ format:
```
9
Properties=species:S:1:pos:R:3:forces:R:3
C 1.180898 -0.319109 -0.879360 2.4665 0.5739 -0.0043
N -1.497119 -0.264326 0.674609 -1.4093 3.5512 -1.9514
O -1.130009 1.130232 1.059201 1.6434 -0.0687 -0.1260
O 1.276703 0.432290 0.098726 0.4710 0.9119 1.5619
O 0.171660 -0.543237 -1.531212 -0.1306 -1.1113 -1.5293
H 2.325960 -0.685849 -1.126348 -2.2121 -0.2368 -0.3956
H -0.882991 -0.790637 1.222049 1.4452 -1.2988 0.0341
H -0.083720 1.293129 0.881424 -2.9193 -1.5765 -0.2064
H -1.361383 -0.252494 -0.399089 0.6453 -0.7450 2.6169
```
Positions in Å, forces in eV/Å.

Calculated values
Orbital gap: 9.084 eV
Total charge: -1
E_tot: -8733.7910 eV
E_LUMO: 0.16889 Eh
Highest occupied orbital energy: -4.49 eV


2 unconnected molecules or ions with the total composition CH4NO3 in a non-equilibrium geometry, computed with the ωB97M-V functional and the def2-TZVPD basis.

The geometry in XYZ format:
```
9
Properties=species:S:1:pos:R:3:forces:R:3
N -1.245119 1.103154 0.056219 0.0273 0.4404 1.4640
C -0.839532 -0.225000 -0.356812 -0.0530 0.0375 -0.7679
O 0.339847 -0.533460 -0.049085 0.1494 -0.2405 0.3138
O -1.683702 -0.920925 -0.931380 -0.1004 0.0984 -0.2255
H -1.429751 1.879211 -0.555718 -0.1940 -0.5367 -0.6530
H -0.601760 1.414099 0.769750 0.1939 0.1268 -0.1797
H 2.279557 0.644718 1.685376 0.1731 -0.0263 -0.0159
H 1.945161 -0.094830 0.431664 0.1021 0.1081 0.0874
O 2.731709 0.244077 0.934938 -0.2985 -0.0077 -0.0232
```
Positions in Å, forces in eV/Å.

Calculated values
Orbital gap: 8.358 eV
Total charge: -1
E_tot: -8736.5558 eV
E_LUMO: 0.15561 Eh
Highest occupied orbital energy: -4.12 eV


2 unconnected molecules or ions with the total composition CH4NO3 in a non-equilibrium geometry, computed with the ωB97M-V functional and the def2-TZVPD basis.

The geometry in XYZ format:
```
9
Properties=species:S:1:pos:R:3:forces:R:3
C 0.449738 1.216443 1.550637 1.3471 -2.1128 0.4083
N 1.423862 1.199421 2.285208 3.8037 -0.5053 1.1338
O 2.471085 1.106370 2.814226 -3.4937 0.4056 -1.3863
O 0.312657 -0.078429 -1.431734 1.7424 -2.5083 -1.1799
O -0.633350 -0.363564 -0.395008 -1.0549 0.8827 -0.1716
H 0.123689 0.320938 0.951118 0.2716 -0.5821 -0.4266
H -1.363667 0.314200 -0.596136 1.2635 -1.5008 -0.0419
H -0.243167 1.951137 1.507515 -1.8525 2.8780 0.2337
H 0.744113 -1.024094 -1.746450 -2.0272 3.0430 1.4306
```
Positions in Å, forces in eV/Å.

Calculated values
Orbital gap (spin up / spin down): 7.567 / 7.566 eV
Total charge: +1
E_tot: -8719.3162 eV
E_LUMO (spin up / spin down): -0.28409 / -0.28412 Eh
Highest occupied orbital energy (spin up / spin down): -15.30 / -15.30 eV


A molecular structure, CH4NO3P in a non-equilibrium geometry, computed with the ωB97M-V functional and the def2-TZVPD basis.

The geometry in XYZ format:
```
10
Properties=species:S:1:pos:R:3:forces:R:3
C 0.634992 0.410517 -0.062175 -1.0187 -1.0115 1.8654
N -0.222906 1.318497 -0.242934 0.7045 0.1489 -0.1956
O 2.833112 -1.547111 -0.837759 -0.8256 0.8161 1.1425
O 3.978007 0.667239 -0.695439 -0.4748 1.2696 -0.1883
O 3.101966 -0.315175 1.484894 -0.9801 -0.0007 -0.3574
P 3.115151 -0.320163 -0.004343 4.3233 -3.3242 -0.0308
H 0.257791 -0.466870 0.653809 1.5355 1.4865 -1.9794
H -15.627807 -2.357575 0.859069 -0.0403 -0.0044 0.0018
H 1.757314 0.479129 -0.431155 -3.2115 0.8330 -0.0792
H 0.172381 2.131510 -0.723969 -0.0123 -0.2133 -0.1790
```
Positions in Å, forces in eV/Å.

Calculated values
Orbital gap: 3.585 eV
Total charge: -2
E_tot: -18021.7260 eV
E_LUMO: 0.18399 Eh
Highest occupied orbital energy: 1.42 eV


CH4NO3P in the gas phase in a non-equilibrium geometry, computed with the ωB97M-V functional and the def2-TZVPD basis.

The geometry in XYZ format:
```
10
Properties=species:S:1:pos:R:3:forces:R:3
C 0.030970 -1.839202 -0.254319 -0.0404 -0.0723 -1.4091
N -0.745875 1.471789 -0.185592 1.6986 3.0937 -1.2882
O 0.495743 0.153686 1.694300 -0.2904 -0.2774 -0.0081
O 1.837735 1.371626 -0.230750 0.2421 0.2165 0.1217
O 0.360589 -0.794030 -0.815722 -0.0980 -0.3202 1.9753
P 0.644347 0.838943 0.409003 0.4174 0.5177 -0.7679
H -0.094931 -2.593844 -1.045349 -0.2142 -0.7479 0.8984
H -0.167605 -2.039763 0.853798 0.5116 0.8187 -1.3488
H -0.876518 2.465760 -0.584178 0.3949 -2.7143 1.0327
H -1.484456 0.965036 0.158809 -2.6217 -0.5145 0.7940
```
Positions in Å, forces in eV/Å.

Calculated values
Orbital gap: 9.586 eV
E_tot: -18023.8417 eV
E_LUMO: -0.02801 Eh
Highest occupied orbital energy: -10.35 eV


2 unconnected molecules or ions with the total composition CH4NO3P in a non-equilibrium geometry, computed with the ωB97M-V functional and the def2-TZVPD basis.

The geometry in XYZ format:
```
10
Properties=species:S:1:pos:R:3:forces:R:3
C -1.657474 0.631506 0.147319 -1.8929 1.8128 -1.7707
N 1.526622 -0.270999 -0.167478 1.9019 0.8137 0.5427
O 2.958792 -0.344874 -0.017765 -1.9066 0.1151 0.6165
O -1.221650 -0.079474 -0.996378 0.8847 -2.1994 0.2374
O -1.846948 -0.375032 1.082263 1.1751 -1.3660 -0.1474
P -0.895878 -1.375988 0.055179 -0.9660 0.4640 -0.1295
H -0.788768 1.239895 0.358465 -0.4094 0.9840 0.7379
H -2.650876 1.100247 -0.187498 1.4981 0.0300 1.1326
H 3.076520 0.158247 0.801129 0.2285 -0.1537 -0.1215
H 1.499660 -0.683525 -1.075234 -0.5134 -0.5005 -1.0981
```
Positions in Å, forces in eV/Å.

Calculated values
Orbital gap (spin up / spin down): 7.196 / 9.320 eV
E_tot: -18018.5202 eV
E_LUMO (spin up / spin down): -0.00530 / -0.00479 Eh
Highest occupied orbital energy (spin up / spin down): -7.34 / -9.45 eV


2 unconnected molecules or ions with the total composition CH4NO3S in a non-equilibrium geometry, computed with the ωB97M-V functional and the def2-TZVPD basis.

The geometry in XYZ format:
```
10
Properties=species:S:1:pos:R:3:forces:R:3
C -1.855549 -0.416593 -0.138734 1.0925 0.2363 0.1375
N 2.696242 0.011800 0.013760 1.6239 -2.1340 1.4613
O 0.176282 0.463558 -1.488406 0.1389 0.1762 -0.4400
O -0.021403 1.187162 0.872203 0.1622 0.3950 0.3549
O 3.194074 -0.760692 0.858033 -1.1199 2.1913 -1.6991
S 0.012542 0.041191 -0.077431 -1.7069 -0.5047 -0.2828
H -1.982778 -1.342665 -0.687297 -0.0081 -0.2087 -0.0948
H -2.262117 -0.476416 0.863181 -0.0481 -0.0874 0.2415
H -2.291711 0.411862 -0.686710 -0.0479 0.1610 -0.0802
H 2.334422 0.880793 0.471398 -0.0867 -0.2250 0.4017
```
Positions in Å, forces in eV/Å.

Calculated values
Orbital gap: 6.752 eV
Total charge: -1
E_tot: -19567.5981 eV
E_LUMO: 0.13000 Eh
Highest occupied orbital energy: -3.21 eV


A molecular structure, CH4NO4P in a non-equilibrium geometry, computed with the ωB97M-V functional and the def2-TZVPD basis.

The geometry in XYZ format:
```
11
Properties=species:S:1:pos:R:3:forces:R:3
C -0.950181 0.534986 -0.090935 0.7055 -0.9009 2.1258
N -0.194272 0.543338 1.057163 2.8690 0.3419 -0.8975
O -0.917473 -0.675797 -3.221581 0.5910 0.2499 -0.0699
O 1.238716 -0.952155 -1.674214 -2.5694 1.8721 1.7495
O -0.316614 1.053543 -1.169371 -0.4720 -2.5653 -1.1065
O -1.061067 -1.177443 -0.659380 0.6161 2.5461 -0.7568
P -0.320169 -0.559819 -1.901845 0.7101 -0.3207 1.0605
H -1.995886 0.769193 0.115252 0.0817 -0.1787 -0.4930
H -0.446858 0.002638 1.823714 -1.7970 -0.8316 1.4328
H 0.841393 0.301796 1.023572 -1.7085 0.8769 -1.1057
H 1.854470 -1.405029 -2.186785 0.9736 -1.0898 -1.9393
```
Positions in Å, forces in eV/Å.

Calculated values
Orbital gap: 11.253 eV
E_tot: -20072.3815 eV
E_LUMO: 0.01944 Eh
Highest occupied orbital energy: -10.72 eV